The following is a quantum chemistry calculation of a molecular structure, C56H58ClF3N3O4Ta in a non-equilibrium geometry, from OMol25.

Results
Spin multiplicity = 1
Total energy = -3450.3087 a.u.
HOMO energy = -12.910 eV
Lowest unoccupied orbital energy = -6.542 eV
Relative energy (zero: lowest compared OMol25 entry of this formula, charge and spin) = 525.0 kJ/mol
Charge = +2

Cartesian coordinates (Å):
Ta  0.634  -0.223  0.680
C  0.970  -2.796  -6.863
C  0.462  -1.407  -6.452
C  -1.029  -1.312  -6.774
C  1.201  -0.329  -7.259
C  0.734  -1.210  -4.963
C  -0.277  -1.149  -4.025
C  0.026  -0.962  -2.672
N  -0.951  -0.869  -1.670
C  -2.079  -1.494  -1.791
C  -2.311  -2.663  -2.611
C  -3.543  -3.181  -2.738
C  -4.683  -2.435  -2.179
C  -4.581  -1.404  -1.321
C  -3.215  -1.023  -0.909
O  -2.967  -0.311  0.052
C  -5.780  -0.630  -0.779
C  -5.623  0.849  -1.171
C  -5.891  -0.780  0.745
C  -7.089  -1.133  -1.393
C  -3.751  -4.514  -3.455
C  -5.216  -4.957  -3.462
C  -3.268  -4.379  -4.907
C  -2.920  -5.591  -2.738
C  1.341  -0.697  -2.289
O  1.483  -0.277  -0.992
C  2.406  -0.858  -3.181
C  2.049  -1.115  -4.500
C  3.881  -0.804  -2.761
C  4.821  -0.689  -3.967
C  4.189  -2.136  -2.055
C  4.187  0.403  -1.861
H  0.774  -2.969  -7.923
H  0.468  -3.582  -6.293
H  2.045  -2.895  -6.702
H  -1.172  -1.404  -7.851
H  -1.449  -0.351  -6.466
H  -1.605  -2.112  -6.301
H  0.954  -0.426  -8.318
H  2.284  -0.419  -7.168
H  0.913  0.672  -6.934
H  -1.312  -1.195  -4.331
H  -1.446  -3.162  -3.026
H  -5.666  -2.760  -2.480
H  -4.683  1.275  -0.822
H  -6.438  1.437  -0.745
H  -5.661  0.965  -2.256
H  -4.958  -0.542  1.252
H  -6.179  -1.801  1.007
H  -6.666  -0.110  1.119
H  -7.096  -1.034  -2.480
H  -7.916  -0.537  -1.005
H  -7.289  -2.175  -1.132
H  -5.849  -4.280  -4.038
H  -5.623  -5.044  -2.452
H  -5.288  -5.940  -3.928
H  -3.811  -3.590  -5.432
H  -3.433  -5.316  -5.440
H  -2.200  -4.152  -4.956
H  -3.214  -5.680  -1.690
H  -1.852  -5.371  -2.780
H  -3.079  -6.558  -3.217
H  2.842  -1.220  -5.224
H  4.779  -1.562  -4.620
H  5.846  -0.616  -3.600
H  4.616  0.206  -4.557
H  4.245  -2.941  -2.790
H  3.408  -2.405  -1.345
H  5.146  -2.087  -1.533
H  4.097  1.327  -2.435
H  5.216  0.334  -1.503
H  3.539  0.474  -0.992
Cl  -3.582  -6.153  2.267
C  -2.706  -4.680  2.095
C  -3.315  -3.473  2.446
C  -2.647  -2.267  2.325
C  -1.349  -2.278  1.846
O  -0.617  -1.152  1.743
C  -0.742  -3.475  1.461
C  0.539  -3.423  0.821
O  1.106  -2.387  0.445
C  -1.421  -4.691  1.604
H  -4.332  -3.491  2.817
H  -3.124  -1.334  2.589
H  1.046  -4.373  0.616
H  -0.953  -5.624  1.313
C  4.872  -1.194  1.853
C  5.221  -0.122  2.658
C  4.288  0.873  2.906
C  3.016  0.768  2.353
C  2.640  -0.307  1.538
C  3.601  -1.281  1.295
C  1.960  1.750  2.605
C  2.267  3.018  3.207
C  1.290  3.920  3.363
C  -0.060  3.621  2.969
C  -1.026  4.532  3.080
C  -2.334  4.141  2.546
C  -2.747  2.464  1.304
C  -1.446  1.767  1.457
C  -0.389  2.250  2.481
N  0.753  1.365  2.241
H  5.592  -1.979  1.657
H  6.209  -0.061  3.092
H  4.559  1.706  3.539
H  3.374  -2.138  0.682
H  3.291  3.245  3.447
H  1.493  4.909  3.758
H  -0.848  5.506  3.520
H  -3.140  4.812  2.823
H  -3.512  1.895  0.784
H  -1.446  0.908  -0.377
F  -4.633  4.587  0.971
C  -3.475  4.708  0.302
F  -3.696  4.297  -0.960
F  -3.149  6.007  0.265
C  -2.384  3.885  0.952
C  -1.166  3.864  0.036
C  -0.514  2.768  -0.366
N  -0.776  1.424  0.213
C  -1.621  1.557  2.967
C  -2.753  2.626  2.825
H  -0.868  4.792  -0.439
H  0.247  2.786  -1.134
H  -1.608  0.703  3.633
H  -3.642  2.481  3.427